Computed, not measured: a 6-piece molecular cluster, C34H59Cl2INO16 overall at a distorted geometry, with ωB97M-V with the def2-TZVPD basis set.

For the HOMO energy, the calculation gives -11.533 eV. As for the net charge: +1. The energy comes out at -103597.2601 eV. The HOMO-LUMO gap comes out at 7.2 eV.

```
113
Properties=species:S:1:pos:R:3:forces:R:3
C -6.166279 -5.073463 -1.498288 -0.597 0.679 -1.193
C 3.492171 3.091552 -0.670026 -0.421 0.190 -0.058
H 6.156400 -0.213985 2.206961 -0.087 -0.058 -0.111
O -1.338935 -5.606049 -6.348316 -1.071 0.010 -0.344
C 3.300857 1.810264 7.875791 -1.107 -0.091 0.941
H 0.603783 -6.330956 -6.402712 -0.215 0.121 0.096
O 4.415589 2.772505 6.146363 0.351 -0.801 -0.144
H -5.197358 4.497303 -0.756364 -1.368 0.344 1.846
H -0.512151 -7.132927 -5.266261 0.019 -0.129 -0.164
C -1.356158 -4.273147 -1.945596 -0.047 -0.437 -0.062
H 4.513718 4.441863 0.898241 -0.150 -2.402 -0.390
H 7.683429 -2.707849 1.262944 -0.145 0.110 0.025
H -3.166713 3.164930 -0.689594 -0.109 -1.271 1.931
H -5.612636 -4.121354 -3.353253 -0.228 -0.090 0.059
H -0.077086 5.914449 -1.212222 1.335 -0.049 1.941
C -6.319928 -3.974111 -2.530042 0.366 0.098 -0.181
O 2.170786 -4.796509 -4.914781 -1.812 1.200 1.529
H 1.539579 2.145162 9.087885 0.120 -0.078 -0.067
C -5.882974 4.735089 0.170521 0.339 0.477 -0.079
C -1.294620 4.506804 0.878699 2.880 0.594 -0.463
H 0.688704 -3.668769 -1.641108 -0.001 0.091 -0.111
H 3.127765 4.444940 2.583604 0.887 -1.932 0.437
O 6.803147 1.292938 -1.183644 -0.733 -1.803 1.648
H 3.908245 3.765057 -1.534694 -0.617 -1.364 1.588
C 4.658297 1.426606 6.153617 1.751 -1.367 -1.516
C -2.376542 1.128067 0.271730 -0.952 0.127 1.891
C -3.230892 3.275927 1.694407 -0.856 -3.313 0.687
C -0.253419 5.761531 1.159303 -0.118 0.336 -1.188
H 3.447212 1.977120 -1.071089 0.305 2.305 1.118
H -6.432546 -6.042211 -1.938668 -0.049 0.073 0.132
H 6.727536 -2.566962 2.755236 0.039 0.144 -0.078
O -3.551991 -5.530568 -6.930536 2.235 -1.191 0.179
H -1.040946 -9.667948 -7.895920 0.190 0.146 0.020
Cl -5.548129 5.622821 2.964335 0.698 -0.024 -1.757
O -3.931338 -6.027093 0.877186 -2.105 0.967 -1.419
C 6.534768 -0.876054 1.418412 0.324 -0.986 1.137
O -2.284814 -7.391047 -7.347621 -0.535 1.176 0.350
H 2.704867 2.841042 3.526302 1.611 1.054 -1.284
H 8.221803 -1.624364 2.535494 -0.256 -0.023 0.036
H -0.802470 6.787003 1.385533 0.931 -2.356 -0.309
C 7.330119 -2.011429 2.030818 0.408 0.031 -0.055
H 5.567825 2.930289 0.413303 -2.538 0.641 0.476
Cl -2.114000 5.119470 3.271254 -0.879 -0.074 -0.050
C -4.888795 -5.622412 0.240219 1.968 -0.876 1.392
O 5.289343 -0.216001 -0.362795 0.709 0.716 -0.300
H -6.819069 5.327760 -0.267121 1.984 -1.467 1.281
H 0.440917 5.498159 2.063765 -1.238 0.567 -1.896
H 2.556381 5.606541 -1.334082 -1.118 -0.722 2.203
H -1.457251 4.484996 -0.293494 -0.020 -0.331 2.741
H -0.918961 -2.710929 -4.089068 -0.031 -0.140 0.175
H 2.018843 0.437236 8.936529 0.039 0.246 0.025
C 1.937080 3.629605 -0.372121 1.867 0.165 -0.131
C 3.542081 3.396932 2.904398 0.144 -0.804 1.017
C -6.914941 -4.818338 -0.225762 -0.855 -0.019 0.105
O 3.866990 0.790243 7.067878 0.742 0.360 -0.871
C -0.878872 -7.582153 -7.369498 0.827 -1.200 -0.092
H -1.281157 -5.228005 -1.414335 -0.003 0.252 0.056
I -1.474998 0.660509 -1.668047 -0.615 0.315 1.058
H -3.242595 5.733592 -0.252690 -0.174 -0.644 2.734
H -6.197814 3.739171 0.710208 0.549 2.108 -1.133
H -6.905501 -3.767572 0.085409 0.035 -0.017 -0.213
H 1.305467 3.281768 -1.294129 0.867 0.728 1.918
H 0.551530 -9.201800 -7.250676 -0.141 0.088 -0.020
H 4.506419 -1.535944 1.032692 0.061 0.166 -0.171
O 5.470786 0.868732 5.436083 -1.875 1.322 1.550
H 3.988704 1.996473 8.709756 -0.036 0.103 -0.127
H 1.611793 3.123626 0.639421 0.329 1.068 -1.988
H -2.070903 -4.424970 -2.761408 0.142 0.108 0.038
N -2.624456 4.654377 1.650159 1.053 -0.728 -1.490
C 0.595651 6.046407 -0.253546 0.760 1.192 1.028
H -4.445762 2.076919 0.163837 2.466 1.128 0.188
C 4.453128 3.285274 0.645168 0.354 0.149 -0.994
C -0.421024 -6.683391 -6.261569 1.007 0.055 0.198
H -0.011565 -1.730980 -2.907408 0.188 -0.135 -0.153
O 3.893040 2.511829 1.775881 -0.066 2.583 -0.085
H -1.760421 -3.520079 -1.262979 0.102 -0.080 -0.054
C 6.506200 0.407091 -0.400500 0.760 1.555 -1.421
O -6.168870 -5.568179 0.718625 1.005 -0.164 -0.103
H 2.381039 2.954313 6.261796 -0.058 -0.133 0.166
C 3.250050 2.970652 6.929311 -0.137 0.826 0.204
C 1.943842 1.392095 8.405268 -0.066 -0.396 -0.011
H -6.097906 -2.991883 -2.099467 -0.077 -0.147 0.078
C 1.358297 -4.238636 -4.197247 1.583 -1.092 -1.476
H -0.777698 3.545796 1.305278 -1.144 1.724 -1.132
C -0.049950 -2.694590 -3.421553 -0.230 0.739 0.079
C 2.037181 5.267965 -0.313846 -0.444 0.125 -1.101
H 3.288435 3.934262 7.443456 0.139 -0.098 -0.175
C 5.439363 -1.329527 0.502249 -0.678 -0.500 0.236
C -5.015924 5.752401 1.177368 -0.952 0.752 -1.757
O 0.566990 -4.874999 -3.282986 0.801 0.318 -0.871
H -1.505336 1.189509 1.063162 -1.661 0.070 -1.780
H -3.084087 0.245175 0.652835 1.751 1.806 -1.180
H 2.739529 5.674699 0.540457 -1.584 -0.985 -1.559
C -2.487484 -6.122716 -6.881511 -2.036 1.019 -0.105
C -3.332034 2.496922 0.256474 -0.690 -0.946 -0.280
H -7.948914 -5.169623 -0.268897 0.192 -0.040 0.156
O 1.115589 -2.892736 -4.204501 0.434 -0.905 -0.173
C -3.405389 5.712616 0.929974 -1.735 3.422 -0.284
H -5.370683 6.842523 0.839018 1.110 -2.386 0.914
H 0.851186 7.211700 -0.208806 -0.547 -2.507 -0.200
H 4.482864 3.481840 3.613065 -1.937 0.170 -1.424
H -0.849743 -9.389418 -6.172832 0.068 0.165 -0.080
H 1.229097 1.240271 7.589456 0.146 0.099 0.027
H -2.980083 6.764643 1.301776 -0.856 -2.495 -0.738
O 7.345568 -0.097506 0.552307 -0.595 0.687 -1.064
H 5.708014 -2.201865 -0.104281 0.119 0.032 0.170
C -0.526612 -9.041111 -7.159609 -0.312 -0.259 -0.056
O -4.824774 -5.159250 -1.043673 0.253 -0.373 1.068
H -7.335466 -3.955767 -2.936059 0.137 -0.070 0.062
H -4.285592 3.203122 2.201571 2.166 0.931 -0.853
H -2.505664 2.614847 2.375126 -1.555 1.698 -1.443
H -0.510634 -7.243171 -8.345611 0.015 0.070 0.131
C 0.000857 -3.854978 -2.475073 -1.197 -0.046 0.942
```
Forces are in eV/Å.

Mulliken population analysis, charges in e, atoms 1 to 5: C 0.49; C -0.68; H 0.20; O -0.24; C 0.48